79
Properties=species:S:1:pos:R:3:forces:R:3:lowdin_spin:R:1 method="wB97M-V/def2-TZVPD" de_lowest_kcal_mol=7.7 total_charge=+2 multiplicity=2 total_energy_ha=-5125.23147 homo_lumo_gap_ha="0.2809 / 0.2697" homo_ev="-12.5191 / -12.2723"
V 0.890 1.337 1.366 0.08 -0.03 0.10 0.96
C 2.824 -0.225 3.968 0.02 -0.01 -0.02 0.00
C 2.626 1.286 3.939 -0.03 -0.01 -0.03 0.00
N 2.662 1.907 2.591 0.05 0.01 0.03 0.01
C 3.957 1.740 1.879 -0.02 0.00 -0.02 0.00
C 3.807 0.688 0.795 -0.02 -0.04 0.03 0.00
N 2.579 1.015 0.054 0.00 0.02 0.04 0.01
C 2.158 0.026 -0.954 0.07 0.02 -0.04 0.00
C 1.231 0.661 -1.983 0.05 -0.05 0.02 0.00
C -1.170 0.492 -0.893 -0.03 0.07 0.01 0.00
N -0.988 0.506 0.588 -0.03 0.08 0.08 0.00
C -1.482 -0.590 1.464 0.00 -0.04 0.01 0.00
C -0.314 -1.328 2.090 0.02 -0.01 -0.03 0.00
N 0.613 -0.380 2.761 0.01 -0.04 -0.01 0.01
C 1.862 -1.080 3.132 -0.02 0.01 0.01 0.01
H 2.750 -0.514 5.017 -0.01 0.00 0.00 0.00
H 3.846 -0.471 3.674 0.01 0.00 0.02 0.00
H 3.393 1.736 4.575 0.01 -0.01 0.00 0.00
H 1.660 1.550 4.375 0.01 0.01 0.00 0.00
H 2.534 2.902 2.752 0.02 -0.01 0.01 0.00
H 4.767 1.493 2.567 0.00 0.00 0.00 0.00
H 4.212 2.696 1.416 0.00 -0.01 0.01 0.00
H 3.692 -0.307 1.224 0.02 0.01 -0.01 0.00
H 4.686 0.663 0.146 -0.01 0.02 0.00 0.00
H 2.744 1.897 -0.428 -0.05 -0.01 -0.05 0.00
H 1.686 -0.821 -0.453 0.00 0.06 0.02 0.00
H 3.031 -0.360 -1.491 -0.02 -0.04 0.01 0.00
H 0.941 -0.111 -2.695 0.02 0.02 -0.02 0.00
H 1.809 1.396 -2.553 -0.02 0.02 0.01 0.00
H -2.300 -1.272 -1.047 0.03 -0.03 0.00 0.00
H -2.117 0.995 -1.115 0.03 0.02 0.00 0.00
H -1.472 1.348 0.881 -0.05 -0.05 0.04 0.00
H -2.126 -1.293 0.940 0.02 0.00 -0.01 0.00
H -2.094 -0.134 2.247 0.00 -0.02 -0.01 0.00
H 0.246 -1.838 1.305 -0.02 0.01 0.02 0.00
H -0.676 -2.084 2.792 0.01 -0.01 -0.01 0.00
H 0.166 -0.061 3.619 -0.04 0.02 -0.04 0.00
H 2.324 -1.393 2.196 -0.01 0.01 0.00 0.00
H 1.626 -2.001 3.673 0.01 0.02 0.01 0.00
C -0.138 3.724 -0.616 -0.10 -0.02 0.05 0.00
O 0.313 2.365 -0.517 0.17 0.06 -0.20 0.01
C -0.058 1.374 -1.540 -0.09 -0.05 0.01 0.00
C -0.633 2.033 -2.766 0.02 0.04 0.01 0.00
C -1.310 1.409 -3.727 -0.02 -0.01 -0.09 0.00
Br -1.899 2.451 -5.198 0.01 -0.04 0.03 0.00
C -1.623 -0.019 -3.873 0.11 0.03 0.06 0.00
C -1.582 -0.986 -2.956 -0.09 -0.01 0.00 0.00
C -1.357 -0.897 -1.466 -0.11 -0.05 -0.01 0.00
O -0.288 -1.741 -1.049 -0.04 -0.03 0.00 0.00
C -1.946 -2.376 -3.341 0.12 0.06 0.03 0.00
N -3.131 -2.872 -3.196 0.02 -0.11 0.06 0.00
C -3.009 -4.213 -3.573 -0.05 0.07 0.04 0.00
C -3.983 -5.206 -3.636 -0.01 -0.02 0.00 0.00
C -3.589 -6.456 -4.066 0.02 0.01 0.00 0.00
C -2.258 -6.722 -4.427 0.00 0.02 0.00 0.00
C -1.280 -5.749 -4.361 -0.02 -0.02 0.00 0.00
C -1.688 -4.495 -3.924 0.07 0.03 0.01 0.00
N -0.990 -3.304 -3.713 -0.11 -0.02 -0.20 0.00
H -1.215 3.782 -0.780 0.00 0.01 -0.02 0.00
H 0.385 4.261 -1.406 -0.01 -0.01 0.00 0.00
H 0.107 4.183 0.339 -0.01 0.00 -0.01 0.00
H -0.431 3.084 -2.909 0.02 0.02 0.00 0.00
H -1.916 -0.312 -4.874 -0.01 0.02 -0.01 0.00
H -0.404 -2.607 -1.469 0.00 0.01 0.01 0.00
H -5.008 -4.993 -3.365 0.00 0.00 0.00 0.00
H -4.319 -7.251 -4.134 0.00 -0.01 0.00 0.00
H -1.992 -7.714 -4.766 0.00 -0.01 0.00 0.00
H -0.257 -5.959 -4.642 0.01 0.00 0.00 0.00
H -0.129 -3.065 -4.180 0.02 0.00 0.07 0.00
C -2.062 3.022 3.868 0.00 0.02 0.01 0.00
C -0.782 3.431 3.216 0.05 0.05 -0.02 -0.02
C -0.283 4.818 3.440 -0.01 -0.01 0.01 0.00
O -0.148 2.634 2.518 -0.06 -0.03 -0.04 0.00
H -2.745 3.865 3.957 -0.01 -0.01 -0.01 0.00
H -1.839 2.687 4.886 -0.01 0.01 0.01 0.00
H -2.542 2.204 3.335 0.02 -0.02 0.00 0.00
H -0.301 5.058 4.504 0.01 0.01 0.00 0.00
H -0.967 5.523 2.958 -0.01 0.01 0.01 0.00
H 0.718 4.959 3.039 0.01 -0.01 0.00 0.00